# 1
Formula: C28H22ClHfN7O5S
Source: OMol25
Level of theory: wB97M-V/def2-TZVPD

Element x y z (Å)
Hf (1.224, -1.557, 0.883)
C (-3.857, 0.373, -1.395)
C (-3.280, -0.407, -0.383)
N (-2.207, -0.007, 0.303)
C (-1.566, 1.144, 0.018)
C (-2.198, 2.074, -0.914)
C (-3.325, 1.618, -1.634)
C (-1.737, 3.395, -0.880)
C (-0.726, 3.731, -0.017)
C (-0.047, 2.839, 0.839)
C (-0.470, 1.489, 0.811)
N (0.107, 0.481, 1.596)
C (-0.001, 0.761, 2.931)
C (-0.522, 1.927, 3.539)
C (-0.800, 2.048, 4.889)
C (-0.676, 0.973, 5.761)
C (0.149, -0.116, 5.230)
C (0.804, -1.020, 6.115)
C (1.496, -2.099, 5.571)
C (1.540, -2.255, 4.184)
N (1.005, -1.379, 3.301)
C (0.335, -0.310, 3.842)
H (-4.717, 0.071, -1.961)
H (-3.739, -1.361, -0.124)
H (-3.738, 2.275, -2.396)
H (-2.243, 4.060, -1.566)
H (-0.504, 4.790, 0.116)
H (0.792, 3.129, 1.429)
H (-0.815, 2.732, 2.827)
H (-1.154, 3.005, 5.352)
H (-1.106, 0.975, 6.738)
H (0.690, -0.911, 7.223)
H (2.008, -2.869, 6.199)
H (2.027, -3.142, 3.737)
N (-0.903, -2.460, 1.254)
C (-1.258, -3.558, 0.380)
C (-0.469, -3.315, -0.940)
O (-0.707, -3.929, -1.958)
O (0.465, -2.375, -0.782)
H (-1.226, -2.683, 2.246)
H (-1.429, -1.597, 1.024)
H (-2.376, -3.500, 0.136)
H (-0.953, -4.523, 0.849)
O (3.215, -0.233, 1.242)
S (3.816, -3.976, 1.340)
N (2.619, -3.164, 0.925)
Cl (3.159, 2.811, -0.931)
C (3.981, 1.146, -0.576)
C (2.994, 0.165, 0.045)
O (3.675, -5.201, 2.162)
O (1.941, -0.257, -0.532)
H (4.734, 1.338, 0.168)
H (4.361, 0.796, -1.543)
N (1.171, -0.441, -9.463)
C (0.829, -0.037, -8.417)
C (0.409, 0.424, -7.142)
C (-0.534, -0.327, -6.471)
C (-0.960, 0.154, -5.233)
N (-0.499, 1.286, -4.694)
C (0.410, 1.990, -5.345)
C (0.981, 1.559, -6.537)
H (-0.979, -1.234, -6.837)
H (-1.687, -0.360, -4.612)
H (0.696, 2.938, -4.934)
H (1.774, 2.100, -6.987)

Calculated values
Kohn-Sham gap, Eh: 0.2471
HOMO energy, eV: -7.30
Electronic energy, eV: -74729.869
Relative energy (zero: lowest compared OMol25 entry of this formula, charge and spin), kcal/mol: 0.0
Net charge: 0
E_LUMO, eV: -0.58

These are the Mulliken partial charges, in e, on atoms 1 to 5: atom 1 (Hf): 2.10, atom 2 (C): -0.89, atom 3 (C): -0.30, atom 4 (N): -0.70, atom 5 (C): 1.15

---

# 2
Formula: C28H22N6O2RuS2
Source: OMol25
Level of theory: wB97M-V/def2-TZVPD

Element x y z (Å)
Ru (0.200, 0.860, -0.061)
O (-2.173, -2.700, 3.627)
C (-1.593, -1.753, 4.360)
C (-1.683, -1.878, 5.752)
C (-1.110, -0.949, 6.588)
C (-0.426, 0.144, 6.059)
C (-0.323, 0.283, 4.692)
C (-0.895, -0.647, 3.818)
C (-0.740, -0.433, 2.373)
O (-0.043, 0.543, 1.947)
N (-1.329, -1.297, 1.554)
N (-1.187, -1.066, 0.237)
C (-1.860, -1.849, -0.552)
S (-1.825, -1.649, -2.277)
C (-3.179, -2.844, -2.598)
C (-3.058, -3.937, -1.566)
S (-2.874, -3.137, 0.067)
H (-2.066, -2.501, 2.674)
H (-2.214, -2.732, 6.140)
H (-1.195, -1.069, 7.657)
H (0.019, 0.874, 6.715)
H (0.208, 1.123, 4.269)
H (-3.044, -3.226, -3.608)
H (-4.127, -2.306, -2.531)
H (-2.168, -4.547, -1.732)
H (-3.943, -4.569, -1.527)
C (1.767, -1.556, -4.824)
C (1.033, -0.470, -5.284)
C (0.459, 0.417, -4.402)
C (0.597, 0.216, -3.015)
C (1.325, -0.899, -2.558)
C (1.917, -1.758, -3.456)
N (0.031, 1.050, -2.095)
N (-0.608, 2.115, -2.516)
C (-1.316, 2.771, -1.596)
C (-2.109, 3.887, -1.925)
C (-2.720, 4.613, -0.926)
C (-2.578, 4.246, 0.408)
C (-1.820, 3.122, 0.750)
C (-1.209, 2.361, -0.220)
H (2.204, -2.250, -5.524)
H (0.908, -0.318, -6.347)
H (-0.103, 1.272, -4.747)
H (1.385, -1.084, -1.485)
H (2.490, -2.600, -3.099)
H (-2.229, 4.150, -2.964)
H (-3.312, 5.476, -1.186)
H (-3.052, 4.833, 1.182)
H (-1.702, 2.863, 1.799)
N (7.682, 0.737, 0.215)
C (6.537, 0.743, 0.213)
C (5.121, 0.747, 0.197)
C (4.387, -0.088, 1.046)
C (3.010, -0.079, 0.957)
N (2.344, 0.700, 0.095)
C (3.046, 1.525, -0.696)
C (4.422, 1.581, -0.686)
H (4.886, -0.736, 1.749)
H (2.414, -0.728, 1.591)
H (2.472, 2.155, -1.375)
H (4.950, 2.248, -1.349)

Calculated values
Kohn-Sham gap (alpha / beta), Eh: 0.1960 / 0.1484
HOMO energy (alpha / beta), eV: -8.88 / -10.43
Electronic energy, eV: -66670.971
Relative energy (zero: lowest compared OMol25 entry of this formula, charge and spin), kcal/mol: 9.8
Net charge: +1
⟨S²⟩: 8.803
E_LUMO (alpha / beta), eV: -3.54 / -6.39
Spin multiplicity: 6

These are the Mulliken partial charges, in e, on atoms 1 to 5: atom 1 (Ru): 0.25, atom 2 (O): -0.62, atom 3 (C): 0.47, atom 4 (C): -0.68, atom 5 (C): -0.36

---

# 3
Formula: C28H23F4NO2Si
Source: OMol25
Level of theory: wB97M-V/def2-TZVPD

Element x y z (Å)
C (2.604, -1.011, 3.696)
C (1.779, -2.134, 3.559)
C (0.790, -2.171, 2.567)
C (0.681, -1.112, 1.651)
Si (-0.418, -1.097, 0.153)
C (-0.822, -2.908, -0.117)
C (-2.127, -3.373, 0.110)
C (-2.414, -4.742, 0.035)
C (-1.405, -5.655, -0.280)
C (-0.103, -5.198, -0.500)
C (0.190, -3.832, -0.424)
C (-2.030, -0.185, 0.292)
C (-2.377, 0.488, 1.463)
C (-3.564, 1.222, 1.513)
C (-4.405, 1.279, 0.396)
C (-4.067, 0.589, -0.773)
C (-2.883, -0.156, -0.821)
C (0.481, -0.230, -1.260)
C (1.760, -0.930, -1.725)
C (2.591, 0.148, -2.424)
C (2.047, 1.493, -1.961)
N (0.773, 1.243, -1.263)
C (1.511, 0.003, 1.794)
C (2.451, 0.070, 2.825)
H (3.361, -0.971, 4.478)
H (1.903, -2.987, 4.226)
H (0.114, -3.026, 2.486)
H (-2.917, -2.661, 0.366)
H (-3.431, -5.087, 0.229)
H (-1.631, -6.718, -0.342)
H (0.696, -5.903, -0.724)
H (1.216, -3.487, -0.579)
H (-1.708, 0.443, 2.324)
H (-3.813, 1.761, 2.426)
H (-5.323, 1.867, 0.435)
H (-4.708, 0.633, -1.656)
H (-2.614, -0.705, -1.730)
H (-0.283, -0.371, -2.046)
H (2.303, -1.358, -0.873)
H (1.493, -1.757, -2.397)
H (3.657, 0.069, -2.202)
H (2.462, 0.084, -3.507)
H (2.744, 1.972, -1.268)
H (1.873, 2.211, -2.776)
H (0.014, 1.624, -1.835)
H (1.399, 0.826, 1.094)
H (3.056, 0.969, 2.923)
O (1.276, 6.745, -1.350)
C (1.096, 5.546, -1.109)
C (1.999, 4.757, -0.265)
F (3.143, 5.356, 0.121)
C (1.696, 3.518, 0.159)
F (2.543, 2.880, 1.019)
C (0.362, 2.885, -0.065)
O (-0.237, 2.298, 0.860)
C (-0.384, 3.589, -1.162)
F (-1.519, 2.952, -1.585)
C (-0.071, 4.813, -1.616)
F (-0.812, 5.428, -2.564)

Calculated values
Kohn-Sham gap, Eh: 0.2704
HOMO energy, eV: -9.03
Electronic energy, eV: -53739.322
Relative energy (zero: lowest compared OMol25 entry of this formula, charge and spin), kcal/mol: 3.1
Net charge: 0
E_LUMO, eV: -1.67
SMILES: c1ccc([Si](c2ccccc2)(c2ccccc2)[C@@H]2CCCN2)cc1.O=C1C(F)=C(F)C(=O)C(F)=C1F

These are the Mulliken partial charges, in e, on atoms 1 to 5: atom 1 (C): -0.52, atom 2 (C): -0.66, atom 3 (C): -0.72, atom 4 (C): 0.49, atom 5 (Si): -0.01

---

# 4
Formula: C28H23NO4PdS3
Source: OMol25
Level of theory: wB97M-V/def2-TZVPD

Element x y z (Å)
Pd (0.695, 0.997, 0.777)
S (-2.496, 3.446, 3.412)
C (-1.535, 4.514, 2.486)
C (-0.601, 3.847, 1.759)
C (-0.596, 2.409, 1.898)
C (-1.590, 2.051, 2.774)
C (-1.991, 0.727, 3.277)
C (-3.017, 0.567, 4.233)
C (-3.344, -0.694, 4.688)
C (-2.663, -1.799, 4.191)
C (-1.684, -1.553, 3.241)
N (-1.358, -0.348, 2.797)
H (-1.712, 5.580, 2.536)
H (0.092, 4.367, 1.106)
H (-3.540, 1.435, 4.613)
H (-4.129, -0.816, 5.427)
H (-2.880, -2.807, 4.522)
H (-1.123, -2.377, 2.804)
O (-0.294, 3.286, -1.848)
S (-1.218, 2.317, -1.167)
C (-2.343, 1.787, -2.500)
C (-2.024, 2.075, -3.816)
C (-2.868, 1.654, -4.837)
C (-4.029, 0.953, -4.541)
C (-4.351, 0.677, -3.218)
C (-3.509, 1.100, -2.194)
C (-0.305, 0.763, -0.968)
C (-0.993, -0.429, -0.573)
C (-0.500, -1.671, -0.917)
C (0.672, -1.805, -1.686)
C (1.376, -0.667, -2.035)
C (0.943, 0.612, -1.651)
H (-1.112, 2.630, -4.008)
H (-2.619, 1.875, -5.869)
H (-4.684, 0.622, -5.339)
H (-5.259, 0.134, -2.981)
H (-3.760, 0.903, -1.156)
H (-1.944, -0.344, -0.060)
H (-1.037, -2.555, -0.586)
H (1.048, -2.787, -1.947)
H (2.297, -0.761, -2.601)
H (1.427, 1.507, -2.015)
C (4.442, -4.133, -1.531)
C (4.097, -2.912, -0.717)
C (4.647, -1.668, -1.015)
C (4.323, -0.543, -0.273)
C (3.429, -0.644, 0.786)
C (2.875, -1.877, 1.098)
C (3.204, -2.995, 0.346)
S (3.251, 0.731, 1.903)
O (4.489, 0.684, 2.675)
O (3.131, 1.924, 1.072)
O (2.061, 0.416, 2.711)
H (5.274, -3.931, -2.209)
H (3.593, -4.462, -2.137)
H (4.728, -4.971, -0.890)
H (5.340, -1.581, -1.848)
H (4.745, 0.427, -0.508)
H (2.173, -1.934, 1.921)
H (2.755, -3.954, 0.589)

Calculated values
Kohn-Sham gap, Eh: 0.1642
HOMO energy, eV: -0.02
Electronic energy, eV: -75073.784
Relative energy (zero: lowest compared OMol25 entry of this formula, charge and spin), kcal/mol: 29.4
Net charge: -2
E_LUMO, eV: 4.45

These are the Mulliken partial charges, in e, on atoms 1 to 5: atom 1 (Pd): 0.08, atom 2 (S): -0.41, atom 3 (C): -0.49, atom 4 (C): -0.26, atom 5 (C): -0.57